{"formula": "C29H41CoF5P2S", "method": "the ωB97M-V functional and the def2-TZVPD basis", "energy_ev": -111353.7895, "mol_weight_g_mol": 637.59, "multiplicity": 5, "total_charge": 1, "symbols": ["Co", "C", "C", "C", "C", "C", "C", "H", "H", "H", "C", "H", "H", "H", "C", "H", "H", "H", "C", "H", "H", "H", "C", "H", "H", "H", "C", "C", "C", "C", "C", "C", "C", "C", "H", "H", "H", "H", "H", "H", "H", "H", "H", "H", "H", "H", "P", "C", "C", "P", "C", "C", "C", "H", "H", "H", "H", "H", "H", "H", "H", "H", "H", "H", "H", "H", "H", "F", "C", "C", "F", "C", "F", "C", "S", "C", "F", "C", "F"], "coordinates": [[0.855, -0.656, 0.540], [-0.968, -0.941, 1.295], [-0.540, -1.939, 0.352], [1.002, -1.860, 2.088], [-0.007, -0.880, 2.347], [0.681, -2.521, 0.854], [-2.237, -0.163, 1.288], [-2.773, -0.269, 0.340], [-2.029, 0.905, 1.436], [-2.918, -0.472, 2.093], [-0.107, -0.037, 3.570], [-0.522, 0.951, 3.340], [0.881, 0.128, 4.013], [-0.748, -0.498, 4.334], [2.109, -2.192, 3.023], [1.715, -2.470, 4.011], [2.784, -1.335, 3.167], [2.721, -3.013, 2.632], [1.412, -3.692, 0.303], [1.387, -4.529, 1.010], [2.466, -3.447, 0.117], [0.960, -4.023, -0.636], [-1.316, -2.410, -0.829], [-1.989, -3.239, -0.561], [-0.635, -2.763, -1.615], [-1.929, -1.592, -1.234], [-0.464, 3.634, -2.655], [-1.446, 2.957, -2.052], [-1.670, 1.474, -2.188], [-1.961, 1.043, -3.635], [-0.791, 0.568, -4.495], [0.661, 0.523, -3.904], [1.211, 1.797, -3.229], [0.463, 3.048, -3.679], [-2.527, 1.187, -1.550], [-2.535, 1.855, -4.103], [-0.810, 0.912, -1.790], [-0.172, 2.816, -4.560], [-0.330, 4.700, -2.468], [-2.096, 3.460, -1.333], [1.167, 3.815, -4.048], [1.137, 1.690, -2.136], [0.731, -0.317, -3.189], [2.293, 1.946, -3.408], [-2.649, 0.191, -3.567], [-1.008, -0.476, -4.756], [-0.644, 1.374, -6.100], [-0.973, 3.069, -6.733], [-1.609, 0.413, -7.297], [1.781, -0.032, -5.263], [1.126, 1.205, -6.453], [1.211, -1.576, -6.036], [3.564, 0.141, -5.326], [-0.128, 3.747, -6.513], [-1.935, 3.480, -6.377], [-1.027, 2.923, -7.829], [-1.372, 0.862, -8.271], [-2.685, 0.551, -7.098], [-1.345, -0.654, -7.301], [3.827, 0.445, -6.352], [4.012, -0.839, -5.100], [3.905, 0.903, -4.606], [1.623, 2.181, -6.314], [1.236, 0.854, -7.492], [1.901, -2.373, -5.718], [1.302, -1.445, -7.127], [0.172, -1.835, -5.769], [2.254, 4.534, 4.477], [2.247, 3.688, 3.428], [1.145, 3.653, 2.577], [0.071, 4.445, 2.809], [1.135, 2.755, 1.516], [0.036, 2.709, 0.711], [2.212, 1.876, 1.289], [2.236, 0.823, -0.114], [3.299, 1.911, 2.184], [4.316, 1.029, 2.041], [3.323, 2.815, 3.243], [4.352, 2.822, 4.112]]}

=====

{"formula": "C29H41F5GaP2", "method": "the ωB97M-V functional and the def2-TZVPD basis", "energy_ev": -115268.6140, "mol_weight_g_mol": 616.31, "total_charge": 1, "symbols": ["Ga", "C", "C", "C", "C", "C", "C", "H", "H", "H", "C", "H", "H", "H", "C", "H", "H", "H", "C", "H", "H", "H", "C", "H", "H", "H", "C", "C", "C", "C", "C", "C", "C", "C", "H", "H", "H", "H", "H", "H", "H", "H", "H", "H", "H", "H", "P", "C", "C", "P", "C", "C", "C", "H", "H", "H", "H", "H", "H", "H", "H", "H", "H", "H", "H", "H", "H", "F", "C", "C", "C", "F", "C", "F", "C", "F", "C", "F"], "coordinates": [[-0.365, 1.917, -0.288], [-0.791, 2.992, -2.162], [-2.026, 2.562, -1.536], [-0.948, 4.036, -0.081], [-0.116, 3.878, -1.269], [-2.123, 3.244, -0.261], [-0.348, 2.627, -3.547], [-0.765, 1.665, -3.857], [0.741, 2.564, -3.613], [-0.686, 3.381, -4.271], [1.188, 4.578, -1.498], [1.737, 4.126, -2.328], [1.817, 4.515, -0.605], [1.029, 5.639, -1.735], [-0.619, 4.920, 1.081], [-0.939, 5.954, 0.893], [0.460, 4.922, 1.267], [-1.115, 4.575, 1.992], [-3.299, 3.187, 0.667], [-3.987, 4.020, 0.469], [-2.986, 3.252, 1.712], [-3.863, 2.258, 0.536], [-3.106, 1.749, -2.185], [-3.846, 2.392, -2.681], [-3.638, 1.139, -1.449], [-2.693, 1.075, -2.941], [1.497, -5.096, -0.752], [0.640, -4.996, -1.775], [-0.705, -5.643, -1.984], [-1.412, -6.226, -0.740], [-1.675, -5.194, 0.330], [-0.855, -4.756, 1.293], [0.561, -5.153, 1.618], [1.360, -5.894, 0.523], [-0.607, -6.436, -2.741], [-0.844, -7.072, -0.349], [-1.366, -4.890, -2.436], [0.917, -6.874, 0.336], [2.409, -4.503, -0.824], [0.944, -4.349, -2.599], [2.363, -6.086, 0.921], [1.108, -4.238, 1.885], [-1.256, -3.991, 1.958], [0.560, -5.767, 2.532], [-2.374, -6.635, -1.071], [-2.660, -4.728, 0.283], [0.586, -0.029, -0.987], [2.356, -0.168, -1.459], [-0.219, -1.104, -2.248], [-0.923, 0.257, 1.167], [0.374, -0.952, 0.612], [-2.509, -0.669, 1.018], [-0.763, 0.423, 2.989], [2.916, 0.533, -0.836], [2.467, 0.126, -2.508], [2.735, -1.187, -1.328], [0.068, -2.153, -2.122], [0.081, -0.772, -3.247], [-1.305, -1.011, -2.169], [-0.701, -0.552, 3.485], [-1.631, 0.969, 3.374], [0.138, 1.010, 3.186], [1.270, -0.780, 1.217], [0.130, -2.019, 0.583], [-3.290, -0.134, 1.567], [-2.421, -1.682, 1.424], [-2.805, -0.723, -0.033], [2.463, 5.202, 1.095], [2.594, 3.921, 1.543], [1.769, 2.639, 1.298], [2.386, 1.666, 2.226], [2.009, 0.460, 2.482], [3.499, 1.843, 3.066], [3.941, 0.822, 3.853], [4.163, 3.009, 3.140], [5.232, 3.156, 3.963], [3.707, 4.037, 2.402], [4.364, 5.224, 2.529]]}

=====

{"formula": "C29H41F5P2Sm", "method": "the ωB97M-V functional and the def2-TZVPD basis", "energy_ev": -80798.3016, "mol_weight_g_mol": 696.95, "multiplicity": 6, "total_charge": 1, "symbols": ["Sm", "C", "C", "C", "C", "C", "C", "H", "H", "H", "C", "H", "H", "H", "C", "H", "H", "H", "C", "H", "H", "H", "C", "H", "H", "H", "C", "C", "C", "C", "C", "C", "C", "C", "H", "H", "H", "H", "H", "H", "H", "H", "H", "H", "H", "H", "P", "C", "C", "P", "C", "C", "C", "H", "H", "H", "H", "H", "H", "H", "H", "H", "H", "H", "H", "H", "H", "F", "C", "C", "C", "F", "C", "F", "C", "F", "C", "F"], "coordinates": [[-0.678, 0.973, -0.681], [1.537, 1.778, 0.618], [1.949, 1.027, -0.535], [1.167, 3.067, -1.259], [1.045, 3.046, 0.156], [1.685, 1.821, -1.696], [1.714, 1.440, 2.052], [0.750, 1.374, 2.579], [2.306, 2.211, 2.580], [2.243, 0.493, 2.174], [0.439, 4.134, 0.971], [0.568, 3.955, 2.038], [-0.638, 4.200, 0.761], [0.853, 5.119, 0.731], [0.882, 4.240, -2.117], [1.087, 5.193, -1.617], [-0.176, 4.239, -2.394], [1.446, 4.191, -3.056], [1.966, 1.487, -3.117], [2.682, 2.189, -3.559], [1.044, 1.557, -3.713], [2.376, 0.481, -3.254], [2.595, -0.301, -0.549], [3.021, -0.504, -1.540], [1.891, -1.120, -0.336], [3.402, -0.374, 0.195], [1.141, -1.652, 4.341], [2.475, -1.652, 4.266], [3.319, -2.490, 3.358], [2.816, -3.934, 3.057], [2.325, -4.063, 1.655], [1.480, -3.170, 1.133], [0.870, -2.036, 1.871], [0.276, -2.264, 3.290], [4.329, -2.587, 3.778], [2.053, -4.196, 3.804], [3.469, -1.940, 2.410], [0.057, -3.326, 3.428], [0.607, -1.165, 5.166], [3.061, -1.000, 4.909], [-0.693, -1.746, 3.334], [1.629, -1.253, 1.949], [1.337, -3.086, 0.064], [0.065, -1.570, 1.290], [3.665, -4.629, 3.177], [2.697, -4.911, 1.078], [-1.530, -2.141, -0.665], [-2.823, -2.943, 0.363], [-0.932, -3.784, -1.335], [-1.453, -0.296, -2.826], [-2.468, -1.712, -2.188], [0.144, -1.217, -3.114], [-2.261, 0.124, -4.348], [-3.800, -2.462, 0.211], [-2.526, -2.867, 1.419], [-2.892, -4.011, 0.089], [-1.805, -4.387, -1.629], [-0.379, -4.308, -0.544], [-0.275, -3.697, -2.202], [-2.733, -0.752, -4.790], [-1.511, 0.564, -5.013], [-3.016, 0.877, -4.099], [-3.509, -1.411, -1.983], [-2.445, -2.543, -2.910], [0.732, -0.702, -3.879], [-0.059, -2.243, -3.446], [0.792, -1.286, -2.217], [-2.191, 4.753, -1.936], [-2.669, 4.075, -0.853], [-2.344, 2.755, -0.639], [-3.146, 2.032, 0.232], [-2.771, 0.683, 0.508], [-4.218, 2.568, 0.932], [-4.988, 1.787, 1.713], [-4.400, 3.957, 0.838], [-5.301, 4.575, 1.627], [-3.616, 4.711, -0.039], [-3.741, 6.055, -0.063]]}

=====

{"formula": "C29H41FN3O2S", "method": "the ωB97M-V functional and the def2-TZVPD basis", "energy_ev": -52822.3543, "mol_weight_g_mol": 514.73, "total_charge": 1, "symbols": ["H", "N", "C", "C", "C", "C", "C", "N", "C", "O", "C", "F", "C", "C", "N", "C", "C", "C", "C", "C", "C", "C", "C", "C", "C", "O", "C", "C", "C", "S", "C", "C", "C", "C", "C", "C", "C", "H", "H", "H", "H", "H", "H", "H", "H", "H", "H", "H", "H", "H", "H", "H", "H", "H", "H", "H", "H", "H", "H", "H", "H", "H", "H", "H", "H", "H", "H", "H", "H", "H", "H", "H", "H", "H", "H", "H", "H"], "coordinates": [[3.582, -3.200, -0.899], [3.036, -3.846, -1.524], [2.408, -4.740, -0.692], [2.546, -4.718, 0.976], [2.309, -3.249, 1.639], [3.676, -2.576, 2.332], [3.752, -1.098, 3.026], [5.012, -0.484, 3.616], [5.430, 0.435, 2.645], [6.007, 1.285, 1.751], [2.389, -0.193, 3.056], [2.325, 1.206, 3.624], [1.037, -0.864, 2.374], [-0.312, 0.058, 2.385], [-1.636, -0.465, 1.787], [-2.780, 0.527, 1.902], [-2.723, 1.721, 0.731], [-2.528, 3.185, 1.456], [-1.774, 4.305, 0.508], [-0.520, 4.956, 1.398], [0.755, 3.880, 1.449], [2.039, 4.620, 0.741], [1.798, 5.074, -0.816], [2.300, 3.921, -1.913], [1.239, 2.678, -2.083], [1.816, 1.581, -2.924], [1.727, 1.936, -4.350], [-1.747, -1.866, 1.146], [-3.238, -2.200, 0.523], [-3.516, -1.167, -1.063], [-4.566, -2.131, -2.286], [-3.712, -3.254, -3.140], [-0.450, -2.927, 1.090], [-0.766, -4.378, 0.433], [-0.914, -4.310, -1.233], [-1.556, -5.544, -1.841], [0.951, -2.358, 1.697], [1.691, -5.568, -1.119], [3.677, -5.062, 1.157], [1.911, -5.594, 1.482], [4.698, -3.195, 2.323], [-0.264, 1.135, 2.898], [-3.841, 0.054, 2.025], [-2.584, 1.122, 2.919], [-3.666, 1.678, 0.023], [-1.725, 1.523, 0.107], [-1.888, 3.136, 2.461], [-3.619, 3.528, 1.794], [-1.437, 3.907, -0.540], [-2.554, 5.199, 0.384], [-0.908, 5.088, 2.510], [-0.163, 5.996, 0.977], [1.066, 3.634, 2.552], [0.400, 2.895, 0.915], [2.322, 5.599, 1.357], [3.009, 3.931, 0.806], [2.397, 6.092, -0.988], [0.680, 5.301, -1.097], [2.331, 4.498, -2.957], [3.407, 3.571, -1.689], [0.914, 2.166, -1.079], [0.232, 3.032, -2.609], [2.813, 1.830, -4.801], [1.009, 1.221, -4.955], [1.364, 3.059, -4.511], [-4.123, -1.974, 1.293], [-3.401, -3.300, 0.175], [-5.444, -2.736, -1.751], [-5.047, -1.402, -3.086], [-3.921, -4.341, -2.714], [-4.032, -3.304, -4.283], [-2.541, -3.055, -3.134], [-0.120, -5.282, 0.790], [-1.866, -4.676, 0.799], [-0.521, -3.426, -1.891], [-1.030, -6.213, -2.659], [-2.619, -5.864, -1.403]]}

=====

{"formula": "C29H41FN3O8", "method": "the ωB97M-V functional and the def2-TZVPD basis", "energy_ev": -54285.0341, "mol_weight_g_mol": 578.66, "total_charge": 1, "symbols": ["C", "C", "N", "C", "N", "C", "C", "C", "O", "F", "C", "C", "C", "C", "O", "O", "N", "O", "C", "C", "C", "C", "C", "O", "O", "C", "C", "O", "C", "C", "C", "C", "C", "C", "C", "C", "H", "H", "H", "H", "H", "H", "H", "H", "H", "H", "H", "H", "H", "H", "H", "H", "H", "H", "H", "H", "H", "H", "H", "H", "H", "H", "H", "H", "H", "H", "H", "H", "H", "C", "C", "C", "O", "C", "H", "H", "H", "H", "H", "H", "H", "H"], "coordinates": [[-2.419, 1.613, 1.492], [-1.636, 0.230, 1.634], [-2.306, -0.916, 1.605], [-0.032, 0.092, 1.872], [0.576, -0.217, 0.501], [0.620, 0.902, -0.515], [0.501, 2.424, -0.087], [-0.350, 3.324, -1.132], [-1.386, 2.958, -1.692], [0.119, 4.653, -1.371], [1.741, 0.534, -1.628], [2.237, 1.772, -2.509], [3.421, 1.207, -3.620], [4.599, 2.335, -3.988], [3.427, 1.890, -4.966], [1.443, -0.488, -2.616], [0.416, -0.134, -3.440], [-0.366, -1.014, -3.584], [2.775, -0.239, -0.648], [3.846, 0.856, -0.193], [1.881, -1.007, 0.493], [2.710, -0.982, 1.901], [4.062, -1.818, 1.865], [4.861, -1.940, 0.923], [4.428, -2.491, 3.101], [3.575, -3.639, 3.284], [3.721, -5.027, 2.511], [2.633, -3.534, 4.111], [1.861, -2.572, 0.173], [0.710, -3.120, -0.765], [-0.785, -3.325, -0.365], [-1.849, -3.870, -1.342], [-1.467, -4.285, -2.809], [-2.507, -4.840, -3.881], [0.025, -4.141, -3.228], [1.064, -3.562, -2.233], [-2.007, 2.472, 2.123], [-2.487, 1.854, 0.374], [-3.504, 1.421, 1.833], [-3.314, -0.679, 1.479], [0.427, 1.036, 2.314], [0.048, -0.815, 2.581], [-0.232, -0.766, 0.110], [-0.348, 0.750, -1.138], [0.042, 2.642, 0.931], [1.540, 2.934, -0.071], [1.416, 2.248, -3.158], [2.726, 2.625, -1.935], [3.759, 0.061, -3.535], [4.495, 3.398, -3.602], [5.556, 1.833, -4.349], [3.307, -0.958, -1.375], [4.567, 0.540, 0.629], [3.411, 1.869, 0.118], [4.504, 1.077, -1.119], [2.092, -1.439, 2.766], [2.925, 0.100, 2.251], [3.914, -5.836, 3.311], [4.551, -5.030, 1.718], [2.689, -5.277, 2.071], [1.760, -3.131, 1.182], [2.851, -2.851, -0.350], [-1.125, -3.063, 0.692], [-2.954, -3.996, -1.076], [-2.110, -5.863, -4.243], [-2.593, -4.166, -4.798], [-3.531, -5.061, -3.404], [0.396, -4.448, -4.256], [2.153, -3.470, -2.592], [-6.422, 5.416, 2.565], [-6.797, 3.956, 2.437], [-5.440, 3.281, 2.433], [-4.568, 4.097, 3.225], [-5.216, 5.352, 3.481], [-7.223, 6.042, 2.959], [-6.127, 5.811, 1.587], [-7.369, 3.641, 3.316], [-7.388, 3.730, 1.547], [-5.023, 3.231, 1.421], [-5.474, 2.270, 2.847], [-5.516, 5.365, 4.534], [-4.514, 6.170, 3.309]]}

=====

{"formula": "C29H41N2O5P", "method": "the ωB97M-V functional and the def2-TZVPD basis", "energy_ev": -53246.3256, "mol_weight_g_mol": 528.63, "symbols": ["C", "C", "O", "C", "O", "C", "C", "C", "C", "C", "C", "C", "C", "C", "C", "C", "N", "C", "C", "C", "C", "C", "C", "C", "C", "C", "C", "N", "C", "P", "O", "O", "C", "C", "O", "C", "C", "H", "H", "H", "H", "H", "H", "H", "H", "H", "H", "H", "H", "H", "H", "H", "H", "H", "H", "H", "H", "H", "H", "H", "H", "H", "H", "H", "H", "H", "H", "H", "H", "H", "H", "H", "H", "H", "H", "H", "H", "H"], "coordinates": [[-0.343, 1.185, 3.155], [0.665, 0.361, 3.905], [0.459, -1.063, 3.769], [-0.765, -1.627, 3.956], [-1.648, -1.128, 4.612], [-0.902, -2.967, 3.237], [0.419, -3.713, 3.479], [1.007, -4.833, 2.577], [1.493, -6.105, 2.979], [2.025, -7.034, 2.079], [2.169, -6.715, 0.706], [1.840, -5.385, 0.326], [1.304, -4.488, 1.253], [1.995, -4.942, -1.085], [2.894, -5.853, -1.903], [2.594, -7.310, -1.633], [2.573, -7.632, -0.227], [2.638, -9.050, 0.027], [0.332, -4.151, 4.935], [-0.069, -5.425, 5.391], [0.103, -5.771, 6.730], [0.474, -4.792, 7.686], [0.621, -3.460, 7.243], [0.535, -3.175, 5.898], [0.953, -2.330, 8.139], [1.470, -2.787, 9.497], [0.725, -4.012, 9.988], [0.677, -5.078, 9.005], [0.405, -6.395, 9.531], [-1.866, -2.289, 1.759], [-1.068, -1.291, 0.997], [-2.329, -3.600, 0.947], [-1.486, -4.093, -0.117], [-2.338, -4.749, -1.191], [-3.356, -1.755, 2.140], [-3.865, -0.430, 1.709], [-5.236, -0.482, 1.064], [0.066, 2.184, 2.973], [-0.576, 0.726, 2.185], [-1.258, 1.305, 3.753], [0.674, 0.622, 4.967], [1.669, 0.498, 3.500], [-1.711, -3.576, 3.711], [1.240, -2.974, 3.442], [1.453, -6.458, 4.007], [2.330, -8.026, 2.434], [1.095, -3.457, 0.958], [2.397, -3.923, -1.078], [0.996, -4.877, -1.542], [3.934, -5.635, -1.644], [2.758, -5.644, -2.963], [3.350, -7.947, -2.101], [1.637, -7.587, -2.101], [2.939, -9.269, 1.050], [1.685, -9.561, -0.183], [3.385, -9.478, -0.652], [-0.467, -6.175, 4.701], [-0.023, -6.809, 7.049], [0.685, -2.150, 5.595], [1.716, -1.708, 7.654], [0.075, -1.678, 8.261], [1.358, -1.980, 10.224], [2.540, -3.009, 9.403], [-0.298, -3.719, 10.279], [1.212, -4.427, 10.872], [0.995, -7.153, 9.003], [0.700, -6.390, 10.586], [-0.661, -6.670, 9.467], [-0.794, -4.838, 0.309], [-0.899, -3.250, -0.537], [-1.664, -5.294, -1.867], [-3.061, -5.452, -0.747], [-2.866, -3.987, -1.786], [-3.877, 0.201, 2.606], [-3.153, -0.018, 0.981], [-5.549, 0.540, 0.829], [-5.222, -1.026, 0.114], [-5.996, -0.910, 1.723]]}

=====

Which formula does entry 6 have? C29H41N2O5P